C4H7FS2 as an isolated structure at a distorted geometry, computed with the ωB97M-V functional and the def2-TZVPD basis.

Each line ends with the Löwdin charge.
CARTESIAN COORDINATES (ANGSTROEM)
C: -0.322 0.535 1.320  -0.071
C: -0.199 0.324 -0.224  -0.648
C: 1.031 0.873 -0.770  -0.047
C: 0.026 -1.178 -0.258  -1.224
H: -0.689 1.620 1.613  0.113
H: -1.053 -0.266 1.660  0.094
H: 0.616 0.542 2.058  0.123
H: 1.870 0.388 -0.091  0.098
H: 1.244 0.300 -1.717  0.120
H: 1.090 1.819 -0.850  0.016
H: -2.298 -1.415 -1.269  -0.048
F: -1.435 0.595 -0.854  -0.041
S: -1.128 -2.223 -1.017  0.773
S: 1.249 -1.916 0.399  0.742

Calculated values
Gap between HOMO and LUMO (eV): 8.69
LUMO energy (eV): -0.167